1.
This record from OMol25 describes 10 unconnected molecules or ions with the total composition C24H52N3O25. The level of theory is the ωB97M-V functional and the def2-TZVPD basis.

Last column: Mulliken charge in e.
Geometry (Å):
C (1.1017, 0.8094, -0.7282)  -1.089
C (0.7531, 0.0544, 0.5692)  3.022
C (0.6287, -1.4377, 0.2463)  -0.205
O (1.5882, 0.3553, 1.5704)  -1.036
H (0.3542, 0.7262, -1.5361)  0.165
H (2.0631, 0.5135, -1.1566)  -0.020
H (1.1517, 1.8913, -0.5310)  0.140
H (-0.3092, 0.3563, 0.7818)  -1.632
H (1.5353, -1.8352, -0.2352)  -0.595
H (-0.0829, -1.5888, -0.5836)  0.298
H (0.4857, -2.0150, 1.1614)  0.075
C (-1.2168, 4.8046, 0.8364)  -0.447
O (-2.3456, 4.2890, 1.5215)  -0.370
C (-2.1224, 3.2435, 2.3316)  0.813
O (-1.1341, 2.5986, 2.3474)  -0.464
O (-3.1317, 3.0508, 3.1908)  -0.192
C (-4.3627, 3.7156, 3.0514)  -0.750
H (-1.5548, 5.4270, 0.0147)  0.263
H (-0.5581, 4.0295, 0.4380)  0.021
H (-0.5922, 5.3695, 1.5314)  0.397
H (-4.2556, 4.8024, 2.9872)  0.299
H (-4.9656, 3.4966, 3.9305)  0.235
H (-4.9124, 3.4110, 2.1564)  0.295
C (2.6864, 1.8203, -4.1306)  0.322
O (2.0324, 2.1916, -5.3274)  -0.341
C (1.3249, 1.2680, -5.9552)  0.898
O (1.3320, 0.0928, -5.7227)  -0.568
O (0.6102, 1.8844, -6.9005)  -0.346
C (-0.2532, 1.1303, -7.6923)  -0.693
H (3.6246, 2.3717, -4.0893)  0.379
H (2.9393, 0.7639, -4.0223)  -0.262
H (2.0801, 2.0411, -3.2513)  -0.155
H (0.2247, 0.3225, -8.2562)  0.295
H (-0.6408, 1.7596, -8.5013)  0.250
H (-1.1288, 0.8016, -7.1279)  0.283
C (2.5733, -4.6191, 0.2355)  0.357
O (2.8949, -4.9386, 1.6014)  -0.410
C (3.5088, -3.9967, 2.3071)  0.896
O (3.6526, -2.8660, 1.9647)  -0.458
O (3.9422, -4.5282, 3.4508)  -0.364
C (4.4855, -3.5733, 4.3499)  -0.560
H (3.3781, -4.0319, -0.2016)  -0.268
H (1.6504, -4.0433, 0.2194)  -0.219
H (2.4776, -5.5959, -0.2293)  0.323
H (4.6722, -4.1131, 5.2735)  0.229
H (3.8522, -2.6976, 4.4913)  0.207
H (5.4357, -3.1541, 4.0076)  0.271
C (0.8879, -2.0937, 4.8710)  -0.559
O (-0.5078, -2.1058, 5.0620)  -0.390
C (-1.2090, -1.0372, 4.7638)  0.953
O (-0.7726, 0.0476, 4.4875)  -0.530
O (-2.5124, -1.3190, 4.9360)  -0.371
C (-3.4359, -0.2457, 4.8554)  -0.562
H (1.2599, -1.9050, 3.8616)  0.158
H (1.3474, -2.9827, 5.3014)  0.284
H (1.3455, -1.2980, 5.4726)  0.337
H (-3.8712, -0.1419, 3.8605)  0.022
H (-2.9789, 0.7168, 5.0835)  0.360
H (-4.2212, -0.5095, 5.5609)  0.351
C (6.0616, -2.9048, -1.2631)  -0.471
O (5.1637, -2.7072, -2.3451)  -0.412
C (4.1557, -1.8470, -2.1177)  0.724
O (3.8612, -1.4264, -1.0475)  -0.417
O (3.4314, -1.6382, -3.2105)  -0.216
C (3.8240, -2.0339, -4.5082)  -0.850
H (5.5690, -3.3114, -0.3810)  0.070
H (6.5300, -1.9583, -0.9939)  0.309
H (6.8275, -3.5954, -1.6070)  0.223
H (2.9422, -2.1135, -5.1403)  0.255
H (4.1806, -3.0695, -4.5362)  0.394
H (4.5793, -1.3545, -4.8938)  0.297
C (-7.7374, 0.5058, 1.4205)  -0.743
O (-6.4723, 1.0367, 1.0721)  -0.330
C (-5.4057, 0.2712, 1.2749)  0.708
O (-5.4099, -0.8476, 1.7195)  -0.572
O (-4.3357, 0.9426, 0.8876)  -0.157
C (-3.0515, 0.3272, 1.0172)  0.402
H (-7.9260, 0.5245, 2.4915)  0.280
H (-7.7983, -0.5352, 1.0926)  0.327
H (-8.4799, 1.0512, 0.8460)  0.261
H (-2.7590, -0.1713, 1.9385)  -0.112
H (-2.2600, 1.0491, 0.8472)  -0.865
H (-2.9908, -0.3903, 0.1955)  0.553
C (1.8278, 4.9630, -2.1186)  -0.520
N (1.2295, 6.2778, -1.7073)  0.908
O (0.0329, 6.3959, -1.8511)  -0.515
O (1.9454, 7.0694, -1.1332)  -0.590
H (1.4197, 4.6504, -3.0720)  0.259
H (1.4974, 4.3012, -1.3199)  0.102
H (2.8999, 5.1197, -2.1078)  0.366
C (-2.0505, 2.0427, -1.6603)  -0.410
N (-1.2965, 2.5822, -2.8083)  1.082
O (-0.9240, 1.7754, -3.6441)  -0.545
O (-1.0409, 3.7688, -2.8524)  -0.585
H (-1.2400, 2.1347, -0.9252)  -0.209
H (-2.2953, 0.9995, -1.7913)  0.229
H (-2.8643, 2.6873, -1.3458)  0.410
C (-1.2484, -4.9277, 0.9055)  -0.707
N (-2.4718, -4.1362, 1.1878)  0.871
O (-2.2948, -3.0626, 1.6993)  -0.383
O (-3.5302, -4.5844, 0.7992)  -0.586
H (-0.4965, -4.6097, 1.6195)  0.190
H (-0.9264, -4.7474, -0.1173)  0.264
H (-1.4782, -5.9873, 0.9790)  0.366

For the LUMO energy, the calculation gives 2.372 eV. The calculation puts the total energy at -81379.05217 eV. The HOMO energy comes out at -2.4 eV. As for the total charge: -1. The value obtained for the relative energy (zero: lowest compared OMol25 entry of this formula, charge and spin) is 0.00 kcal/mol.

2.
This record from OMol25 describes 5 unconnected molecules or ions with the total composition C24H53BrO10P2S. The level of theory is the ωB97M-V functional and the def2-TZVPD basis.

Last column: Mulliken charge in e.
Geometry (Å):
C (-0.2022, -3.8430, -2.3672)  -0.630
C (-0.3817, -3.9678, -0.8479)  -0.430
C (-1.8008, -3.7147, -0.3655)  -0.861
Br (-1.8798, -3.8648, 1.5768)  -0.141
P (-2.6643, -2.0922, -0.8739)  0.052
C (-1.4211, -0.9341, -0.2046)  -1.118
C (-0.4784, -0.3526, -1.2896)  -1.636
C (1.0027, -0.4194, -0.8879)  1.581
C (1.3801, 0.7548, 0.0441)  -1.575
C (1.9323, -0.5104, -2.1141)  -1.706
P (-4.0714, -0.4071, -1.6172)  0.516
O (-3.3671, 0.8634, -2.3143)  -0.442
O (-4.7300, 0.2636, -0.2958)  -0.439
S (-5.3927, -1.2330, -2.7774)  -0.367
H (0.4821, -4.6223, -2.6904)  0.080
H (-1.1275, -3.9967, -2.9172)  0.312
H (0.2523, -2.8967, -2.6508)  0.027
H (-0.1217, -4.9897, -0.5684)  0.525
H (0.3160, -3.3293, -0.3077)  0.201
H (-2.4355, -4.5281, -0.7219)  0.642
H (-2.7317, -2.5363, -2.2130)  0.033
H (-3.7510, -2.4334, -0.0347)  0.032
H (-0.8471, -1.4063, 0.5890)  0.693
H (-1.9837, -0.1210, 0.2557)  0.594
H (-0.7409, 0.6978, -1.4140)  0.567
H (-0.6305, -0.8160, -2.2633)  0.787
H (1.1551, -1.3216, -0.2961)  -0.061
H (0.5658, 1.4683, 0.1633)  0.386
H (2.2793, 1.2575, -0.2989)  0.372
H (1.6194, 0.3871, 1.0426)  0.211
H (1.3908, -0.7547, -3.0251)  0.356
H (2.6894, -1.2786, -1.9631)  0.325
H (2.4690, 0.4221, -2.2748)  0.481
H (-3.0943, 0.5948, -3.1963)  0.308
H (-4.7918, -0.4508, 0.3477)  0.345
O (4.2822, 1.4089, 2.6082)  -0.550
C (3.8232, 1.1834, 3.6946)  0.779
O (3.2302, -0.0116, 3.8985)  -0.352
C (2.7583, -0.4297, 5.1836)  -0.439
C (1.3634, 0.0825, 5.4727)  -0.897
C (3.8269, 2.2236, 4.7907)  -0.949
H (3.4686, -0.1487, 5.9615)  0.368
H (2.7579, -1.5168, 5.1295)  0.332
H (1.3362, 1.1713, 5.5188)  0.240
H (1.0088, -0.3084, 6.4265)  0.375
H (0.6772, -0.2387, 4.6891)  0.255
H (2.9716, 2.8840, 4.6446)  0.165
H (4.7285, 2.8196, 4.6838)  0.330
H (3.7924, 1.8199, 5.7989)  0.366
O (1.5189, -6.6696, -2.8408)  -0.582
C (2.7044, -6.4977, -2.9233)  0.887
O (3.1882, -5.9266, -4.0429)  -0.367
C (4.5621, -5.5509, -4.1922)  -0.383
C (5.4228, -6.7058, -4.6571)  -0.992
C (3.6548, -6.9572, -1.8418)  -1.118
H (4.9376, -5.1018, -3.2721)  0.344
H (4.5444, -4.7659, -4.9457)  0.328
H (5.4461, -7.5121, -3.9240)  0.277
H (6.4454, -6.3680, -4.8256)  0.355
H (5.0322, -7.1119, -5.5895)  0.305
H (3.8815, -8.0091, -2.0130)  0.288
H (3.1446, -6.8683, -0.8869)  0.280
H (4.5874, -6.4022, -1.7924)  0.372
O (-9.7585, 4.6835, -0.7275)  -0.561
C (-8.5791, 4.5037, -0.6090)  0.726
O (-7.8476, 4.2676, -1.7157)  -0.375
C (-6.4172, 4.1946, -1.6969)  -0.753
C (-5.9093, 2.8236, -1.3064)  -0.512
C (-7.9105, 4.4754, 0.7483)  -0.887
H (-6.0070, 4.9814, -1.0614)  0.414
H (-6.1249, 4.4295, -2.7190)  0.348
H (-6.1958, 2.5537, -0.2912)  0.180
H (-4.8228, 2.7974, -1.3716)  0.217
H (-6.3170, 2.0651, -1.9748)  0.304
H (-8.0174, 3.4717, 1.1585)  0.234
H (-8.4386, 5.1700, 1.3954)  0.312
H (-6.8561, 4.7372, 0.7393)  0.311
O (2.7101, 6.6118, 4.3700)  -0.566
C (2.3529, 6.1552, 3.3211)  0.698
O (2.3524, 4.8133, 3.1748)  -0.369
C (1.8087, 4.1514, 2.0274)  -0.315
C (2.7931, 4.0553, 0.8838)  -0.800
C (1.9661, 7.0328, 2.1526)  -0.951
H (0.8668, 4.6133, 1.7273)  0.385
H (1.5699, 3.1514, 2.3894)  0.209
H (3.0711, 5.0328, 0.4875)  0.375
H (2.3604, 3.4700, 0.0747)  0.188
H (3.7023, 3.5584, 1.2226)  0.250
H (2.8753, 7.3118, 1.6210)  0.258
H (1.5093, 7.9350, 2.5490)  0.322
H (1.2783, 6.5722, 1.4490)  0.318

The SMILES is CC[C@@H](Br)[PH2](CCC(C)C)P(O)(O)=S.CCOC(C)=O.CCOC(C)=O.CCOC(C)=O.CCOC(C)=O. For the LUMO energy, the calculation gives 0.118 eV. The calculation puts the total energy at -145678.49707 eV. The HOMO energy comes out at -8.2 eV. The value obtained for the relative energy (zero: lowest compared OMol25 entry of this formula, charge and spin) is 10.30 kcal/mol.

Which of these has the lowest LUMO? C24H53BrO10P2S

What is the relative energy (zero: lowest compared OMol25 entry of this formula, charge and spin) in the first record? 0.00 kcal/mol